No. 1
DFT (ωB97M-V/def2-TZVPD) results for a 2-piece molecular cluster, C2H6N2OS overall at a distorted geometry.

XYZ file:
```
12
Properties=species:S:1:pos:R:3:lowdin_charge:R:1
C -0.100 1.161 0.223 -0.054
C 1.395 -0.751 0.735 -0.499
N -1.587 0.050 -1.355 -0.030
N -0.876 1.203 -0.931 -0.152
O -0.432 0.387 -2.057 -0.105
S 0.431 -2.190 0.667 0.680
H 0.462 2.063 0.537 0.074
H -0.431 0.635 1.091 0.017
H 2.093 -0.746 -0.158 0.031
H 1.682 -0.234 1.632 0.011
H -2.369 0.102 -2.105 0.143
H -0.269 -1.681 1.721 -0.117
```

As for the charge: 0. As for the gap between HOMO and LUMO (spin up / spin down): 7.6 / 8.2 eV. The energy above the lowest of the compared OMol25 structures with the same formula, charge and spin comes out at 9.3348 eV. Its LUMO energy (spin up / spin down) is 0.0 / 0.2 eV.

---

No. 2
DFT (ωB97M-V/def2-TZVPD) results for C2H6N2OS as an isolated structure at a distorted geometry.

XYZ file:
```
12
Properties=species:S:1:pos:R:3:lowdin_charge:R:1
C -0.531 1.606 -0.825 -0.158
C -0.178 -0.332 0.357 -0.658
H -0.054 2.311 0.208 0.171
H -0.213 2.088 -1.806 0.084
H -1.662 1.707 -0.919 0.088
H -1.531 -0.470 1.948 0.113
H 0.205 -2.335 1.068 0.144
H 2.257 -2.479 -0.789 0.036
N -1.287 -0.003 0.952 0.083
N 0.543 -1.511 0.461 -0.368
O 0.263 0.437 -0.749 -0.238
S 2.187 -1.018 0.095 0.704
```

As for the charge: 0. As for the gap between HOMO and LUMO: 8.6 eV. The energy above the lowest of the compared OMol25 structures with the same formula, charge and spin comes out at 4.9191 eV. Its LUMO energy is -0.2 eV.

---

No. 3
DFT (ωB97M-V/def2-TZVPD) results for C2H6N2P2 as an isolated structure at a distorted geometry.

XYZ file:
```
12
Properties=species:S:1:pos:R:3:lowdin_charge:R:1
C -1.541 0.928 -0.977 -0.262
C -2.419 -0.082 -0.864 -0.417
N 1.980 0.601 0.611 -0.261
N 2.252 -1.838 0.319 -0.342
P -1.436 -0.151 0.553 0.702
P 1.193 -0.801 -0.137 0.626
H -1.119 1.744 -1.504 0.049
H -3.335 -0.242 -1.391 0.054
H 2.831 0.410 1.201 0.037
H 1.607 1.515 0.829 -0.003
H 2.167 -2.737 -0.092 -0.078
H -2.180 0.654 1.451 -0.106
```

As for the charge: 0. As for the gap between HOMO and LUMO: 9.1 eV. The energy above the lowest of the compared OMol25 structures with the same formula, charge and spin comes out at 1.5687 eV. Its LUMO energy is 0.6 eV.

---

No. 4
DFT (ωB97M-V/def2-TZVPD) results for C2H6N2S2 as an isolated structure at a distorted geometry.

XYZ file:
```
12
Properties=species:S:1:pos:R:3:lowdin_charge:R:1
C 0.038 1.678 -0.195 -0.200
C -0.824 -0.558 -0.056 -1.041
H 1.009 2.079 -0.881 0.094
H 0.386 2.168 1.035 0.135
H -1.279 1.885 -0.323 0.075
H 2.184 -0.279 1.049 -0.064
H -1.188 -2.598 0.150 0.151
H 0.457 -2.288 0.112 0.091
N 0.263 0.204 -0.108 -0.616
N -0.482 -1.823 -0.215 -0.034
S 1.848 -0.401 -0.326 0.809
S -2.412 -0.068 -0.241 0.600
```

As for the charge: 0. As for the gap between HOMO and LUMO: 8.5 eV. The energy above the lowest of the compared OMol25 structures with the same formula, charge and spin comes out at 3.0775 eV. Its LUMO energy is 0.3 eV.

---

No. 5
DFT (ωB97M-V/def2-TZVPD) results for C2H6N2S2 as an isolated structure.

XYZ file:
```
12
Properties=species:S:1:pos:R:3:lowdin_charge:R:1
C 0.130 -1.011 1.703 -1.099
C -0.332 1.348 -1.036 -0.113
N 1.608 -0.091 -1.011 0.053
N 0.340 0.060 -1.143 -0.397
S -0.928 -1.113 0.472 0.653
S -0.057 -1.788 3.184 0.640
H -0.135 1.782 -0.056 0.084
H 0.044 2.026 -1.808 0.088
H -1.404 1.213 -1.159 0.071
H 2.005 0.598 -0.370 0.046
H -0.046 -0.554 -1.859 0.114
H -1.224 -2.470 3.083 -0.142
```

As for the charge: 0. As for the gap between HOMO and LUMO (spin up / spin down): 7.0 / 7.8 eV. The energy above the lowest of the compared OMol25 structures with the same formula, charge and spin comes out at 4.3725 eV. Its LUMO energy (spin up / spin down) is -0.5 / 0.3 eV.

---

No. 6
DFT (ωB97M-V/def2-TZVPD) results for C2H6N2SSi as an isolated structure at a distorted geometry.

XYZ file:
```
12
Properties=species:S:1:pos:R:3:lowdin_charge:R:1
C -1.380 -0.088 -0.011 -0.832
C -0.511 1.207 0.044 -0.281
N -0.874 -1.268 -0.097 -0.168
N 0.805 0.626 -0.051 -0.199
Si 0.848 -1.139 -0.035 0.499
S -3.117 -0.101 0.079 0.747
H -0.816 1.962 -0.763 0.123
H -0.712 1.867 1.012 0.139
H -2.685 -1.455 -0.166 -0.032
H 1.629 1.228 -0.196 0.083
H 1.274 -1.750 1.450 -0.030
H 1.667 -1.689 -1.251 -0.047
```

As for the charge: 0. As for the gap between HOMO and LUMO: 9.9 eV. The energy above the lowest of the compared OMol25 structures with the same formula, charge and spin comes out at 1.5928 eV. Its LUMO energy is 0.8 eV.

---

No. 7
DFT (ωB97M-V/def2-TZVPD) results for one molecule with the formula C2H6N2Si at a distorted geometry.

XYZ file:
```
11
Properties=species:S:1:pos:R:3:lowdin_charge:R:1
C -1.798 -0.087 -0.304 -0.331
C -0.325 -0.519 -0.742 -0.234
N -2.092 0.441 0.740 0.141
N 0.803 0.343 -0.273 -0.286
Si 1.350 0.446 1.273 0.590
H -2.513 -0.495 -1.009 0.096
H -0.355 -1.522 -0.415 0.081
H -0.260 -0.523 -1.827 0.097
H 1.197 0.874 -1.102 0.105
H 1.930 1.714 1.746 -0.127
H 2.063 -0.673 1.913 -0.131
```

As for the charge: 0. As for the gap between HOMO and LUMO (spin up / spin down): 9.0 / 6.4 eV. The energy above the lowest of the compared OMol25 structures with the same formula, charge and spin comes out at 3.2355 eV. Its LUMO energy (spin up / spin down) is 0.0 / -0.4 eV.

---

No. 8
DFT (ωB97M-V/def2-TZVPD) results for C2H6N2Si as an isolated structure at a distorted geometry.

XYZ file:
```
11
Properties=species:S:1:pos:R:3:lowdin_charge:R:1
C -0.646 -0.831 0.593 -0.255
C -1.249 0.401 0.624 -0.161
N 0.664 -1.050 0.102 -0.146
N 1.282 0.059 -0.508 -0.185
Si -0.021 1.212 -0.567 0.576
H -1.027 -1.759 0.948 0.096
H -2.078 0.390 1.186 -0.008
H 0.836 -1.989 -0.300 0.131
H 2.168 0.217 -0.029 0.075
H -0.599 0.939 -1.794 -0.060
H 0.671 2.410 -0.255 -0.063
```

As for the charge: 0. As for the gap between HOMO and LUMO: 8.9 eV. The energy above the lowest of the compared OMol25 structures with the same formula, charge and spin comes out at 1.4454 eV. Its LUMO energy is 1.0 eV.

---

No. 9
DFT (ωB97M-V/def2-TZVPD) results for C2H6N2Si as an isolated structure at a distorted geometry.

XYZ file:
```
11
Properties=species:S:1:pos:R:3:lowdin_charge:R:1
C -0.116 0.392 -0.660 -0.620
C 0.592 -0.718 -0.299 -0.152
N 0.750 1.190 0.135 -0.019
N 1.529 -0.027 0.482 0.024
Si -1.923 0.213 0.220 0.572
H -0.298 0.782 -1.667 0.112
H 0.438 -1.773 -0.440 0.104
H 1.367 1.670 -0.510 0.110
H 1.714 -0.224 1.520 0.166
H -1.766 -0.345 1.715 -0.151
H -2.287 -1.160 -0.497 -0.146
```

As for the charge: 0. As for the gap between HOMO and LUMO (spin up / spin down): 7.0 / 7.0 eV. The energy above the lowest of the compared OMol25 structures with the same formula, charge and spin comes out at 4.6463 eV. Its LUMO energy (spin up / spin down) is -0.1 / -0.1 eV.

---

No. 10
DFT (ωB97M-V/def2-TZVPD) results for a 2-piece molecular cluster, C2H6N3 overall at a distorted geometry.

XYZ file:
```
11
Properties=species:S:1:pos:R:3:lowdin_charge:R:1
C -1.381 -0.430 -1.583 -0.003
C 0.154 0.069 0.533 -0.252
N -1.899 -1.299 -2.111 0.159
N 1.360 -0.235 0.090 0.167
N 0.050 1.113 1.294 0.182
H -0.839 -0.376 -0.015 0.068
H -2.231 -1.861 -2.898 0.128
H 1.458 -1.011 -0.549 0.129
H 2.113 0.486 0.166 0.162
H -0.731 1.272 1.917 0.149
H 0.729 1.799 1.162 0.110
```

As for the charge: +1. As for the gap between HOMO and LUMO: 11.7 eV. The energy above the lowest of the compared OMol25 structures with the same formula, charge and spin comes out at 2.0471 eV. Its LUMO energy is -3.8 eV.

---

No. 11
DFT (ωB97M-V/def2-TZVPD) results for an isolated ion of composition C2H6N3 and charge +1 at a distorted geometry.

XYZ file:
```
11
Properties=species:S:1:pos:R:3:lowdin_charge:R:1
C -0.603 -0.002 0.641 -0.086
C 0.307 0.502 -0.336 -0.061
N 1.591 -0.657 -0.859 0.095
N 2.678 -0.247 -1.091 -0.151
N 3.704 0.088 -1.193 0.368
H -0.270 0.192 1.716 0.137
H -1.385 0.704 0.465 0.098
H -1.047 -0.908 0.112 0.136
H -0.127 0.483 -1.307 0.101
H 1.019 1.380 -0.161 0.150
H 1.352 -1.662 -1.080 0.213
```

As for the charge: +1. As for the gap between HOMO and LUMO: 11.6 eV. The energy above the lowest of the compared OMol25 structures with the same formula, charge and spin comes out at 4.5475 eV. As for the SMILES: CCN[N+]#N. Its LUMO energy is -5.0 eV.

---

No. 12
DFT (ωB97M-V/def2-TZVPD) results for a 2-piece molecular cluster, C2H6N3 overall at a distorted geometry.

XYZ file:
```
11
Properties=species:S:1:pos:R:3:lowdin_charge:R:1
C 1.093 -0.579 -0.076 -0.108
C 1.475 0.718 0.097 0.045
N -3.624 0.314 -0.051 0.284
N -2.551 -0.048 0.034 -0.118
N -1.574 -0.585 0.319 0.312
H -4.340 0.859 0.533 0.226
H 0.785 -0.848 -1.122 0.099
H 1.122 -1.400 0.509 0.038
H 1.519 1.281 1.017 0.078
H 1.568 1.259 -0.828 0.072
H -0.541 -0.383 0.059 0.071
```

As for the charge: +1. As for the gap between HOMO and LUMO: 9.3 eV. The energy above the lowest of the compared OMol25 structures with the same formula, charge and spin comes out at 5.9970 eV. Its LUMO energy is -5.5 eV.

---

Number 1: energy -18025.4704 eV. Number 2: energy -18029.8861 eV. Number 3: energy -23725.6350 eV. Number 4: energy -26818.7368 eV. Number 5: energy -26817.4418 eV. Number 6: energy -23863.6534 eV. Number 7: energy -13025.1754 eV. Number 8: energy -13026.9655 eV. Number 9: energy -13023.7646 eV. Number 10: energy -6633.0396 eV. Number 11: energy -6630.5392 eV. Number 12: energy -6629.0897 eV.